(1)
19
Properties=species:S:1:pos:R:3:forces:R:3:mulliken_charge:R:1 method="wB97M-V/def2-TZVPD" homo_lumo_gap_ev=4.0 total_charge=0 lumo_ev=-2.8 molar_mass_g_mol=100.2
C 0.694 2.320 0.539 -1.630 -0.547 0.242 -1.06
C 0.971 1.192 1.630 -0.922 1.428 -2.209 -0.63
C 0.060 -0.056 1.471 4.078 -0.121 0.796 -0.56
C 0.288 -0.764 0.188 0.605 -0.106 -0.484 -0.41
N -0.729 -2.389 -2.531 -1.593 1.625 0.974 -0.56
C -1.397 -1.436 -1.548 2.394 0.604 -2.984 -0.54
N -0.887 -0.404 -0.684 0.749 -1.445 -1.686 -0.23
H 1.172 3.311 0.668 -0.011 -0.761 0.350 0.35
H -0.409 2.455 0.596 0.598 0.382 -0.230 0.27
H -1.561 -0.307 0.036 -1.795 0.973 0.698 0.26
H 2.054 1.066 1.500 -0.026 -1.031 0.360 0.30
H 0.876 1.989 -0.487 0.193 -0.124 0.180 0.29
H 0.805 1.687 2.555 -0.081 0.107 1.091 0.41
H 0.164 -0.599 2.461 -1.147 0.075 -1.354 0.18
H 0.347 -1.849 0.235 -0.457 -0.520 0.589 0.49
H 1.222 -0.562 -0.371 -0.323 0.720 0.310 0.37
H -2.258 -1.077 -2.112 -0.474 0.144 0.376 0.39
H 0.142 -2.185 -2.951 1.698 0.924 -0.034 0.19
H -1.555 -2.391 -1.196 -1.857 -2.327 3.015 0.49

(2)
19
Properties=species:S:1:pos:R:3:forces:R:3:mulliken_charge:R:1 method="wB97M-V/def2-TZVPD" smiles="C=N[C@@H](C)N(C)C" homo_lumo_gap_ev=9.5 total_charge=0 lumo_ev=1.1 molar_mass_g_mol=100.2
C 0.295 0.325 0.353 4.926 -1.189 -0.225 -0.05
C -0.830 -1.415 -0.903 0.109 -0.089 0.004 -0.97
C 0.300 1.413 -0.706 0.206 -0.248 0.099 -1.20
C -2.057 0.084 0.835 2.235 -2.503 -1.176 -0.93
N -0.596 -0.727 0.349 -5.023 1.762 1.635 -0.17
C 2.840 -0.298 0.618 -0.222 1.068 0.642 -0.33
N 1.740 -0.652 0.151 -2.410 1.079 -0.704 -0.42
H 0.376 0.745 1.361 0.011 -0.015 -0.135 0.51
H -1.130 -0.760 -1.730 -0.134 -0.081 -0.006 0.33
H -1.583 -2.185 -0.731 -0.131 0.135 -0.097 0.34
H 0.090 -1.930 -1.178 0.029 0.115 -0.021 0.35
H 1.222 1.986 -0.624 0.013 0.036 0.022 0.39
H 0.246 1.009 -1.714 -0.026 -0.034 -0.028 0.33
H -0.530 2.099 -0.544 -0.125 0.031 -0.041 0.32
H -1.885 0.767 1.661 0.350 -0.089 -0.056 0.34
H -2.644 -0.770 1.157 -0.299 0.202 0.003 0.35
H -2.509 0.589 -0.023 0.157 -0.093 0.066 0.32
H 2.931 0.646 1.182 0.403 -0.143 -0.045 0.23
H 3.725 -0.926 0.485 -0.070 0.053 0.065 0.27

(3)
19
Properties=species:S:1:pos:R:3:forces:R:3:mulliken_charge:R:1 method="wB97M-V/def2-TZVPD" homo_lumo_gap_ev=6.6 total_charge=0 lumo_ev=0.7 molar_mass_g_mol=100.2
C -0.471 -1.249 0.279 0.351 -0.338 -0.819 0.23
C 2.027 0.573 -0.707 -0.039 -0.066 0.153 -0.71
C -0.820 1.536 1.412 -0.001 -0.071 0.068 -1.29
N 1.126 -0.538 -0.913 0.064 -0.435 0.092 -0.49
N -0.973 -2.462 0.021 0.559 0.541 0.115 -0.31
C -0.667 -0.117 -0.592 -1.312 0.727 0.876 -0.37
C -1.075 1.081 0.000 0.167 -0.280 -0.555 -0.30
H 1.227 -0.979 -1.824 -0.012 -0.034 0.155 0.22
H -0.112 -1.085 1.285 0.079 -0.006 -0.066 0.27
H -0.804 -3.231 0.648 0.054 0.055 -0.095 0.23
H -1.283 -2.685 -0.912 -0.072 0.071 0.118 0.24
H -1.123 -0.350 -1.552 0.162 0.002 -0.006 0.28
H -1.596 1.786 -0.637 0.147 0.014 -0.077 0.33
H 1.561 1.279 -0.007 -0.072 -0.011 -0.010 0.17
H 2.993 0.270 -0.285 -0.050 0.045 -0.014 0.25
H 2.221 1.155 -1.619 -0.049 -0.153 0.031 0.27
H -0.042 0.953 1.914 0.009 -0.008 0.024 0.36
H -1.714 1.486 2.046 0.035 0.025 0.014 0.30
H -0.475 2.575 1.442 -0.022 -0.077 -0.005 0.32

(4)
19
Properties=species:S:1:pos:R:3:forces:R:3:mulliken_charge:R:1 method="wB97M-V/def2-TZVPD" smiles="C=CCCNCN" homo_lumo_gap_ev=9.6 total_charge=0 lumo_ev=1.1 molar_mass_g_mol=100.2
C -0.512 0.021 0.708 0.657 0.615 -1.438 -0.48
C 0.643 0.655 1.583 1.781 -0.090 -0.930 -0.68
C 1.267 1.969 0.810 -1.405 -1.871 -0.013 -0.28
C 2.122 2.172 -0.207 -0.930 0.163 0.279 -0.61
N 0.027 -0.953 -0.345 -0.851 1.147 0.247 -0.43
C -0.986 -2.039 -0.607 1.431 2.235 -1.322 -0.40
N -2.021 -1.539 -1.574 -0.135 -0.836 -0.546 -0.56
H -1.159 0.876 0.252 1.215 -1.163 0.573 0.22
H -1.246 -0.564 1.264 0.390 0.172 0.620 0.44
H 0.236 1.079 2.458 -1.006 0.716 0.957 0.35
H 1.348 -0.104 2.089 -0.713 0.832 -1.687 0.32
H 0.517 2.737 1.049 0.493 0.110 -0.555 0.22
H 1.998 2.996 -0.899 -0.143 0.829 0.691 0.23
H 2.928 1.604 -0.608 0.258 -1.329 0.412 0.30
H 0.122 -0.436 -1.249 0.129 -0.590 1.148 0.28
H -1.394 -2.193 0.379 -0.516 -0.731 0.003 0.38
H -0.345 -2.926 -0.945 -1.689 1.050 0.003 0.27
H -2.415 -0.577 -1.506 0.943 -1.245 0.583 0.23
H -1.827 -1.718 -2.569 0.093 -0.013 0.976 0.23

(5)
19
Properties=species:S:1:pos:R:3:forces:R:3:mulliken_charge:R:1 method="wB97M-V/def2-TZVPD" homo_lumo_gap_ev=8.1 total_charge=0 lumo_ev=0.9 molar_mass_g_mol=100.2
C -1.090 0.431 -0.337 0.820 0.677 -0.354 -0.52
C 0.094 1.288 1.689 -0.094 -0.421 -0.332 -1.11
C -0.907 1.046 -1.723 -0.253 -0.140 0.082 -1.14
C 0.641 -2.181 -0.057 -0.656 0.348 0.763 -1.02
N 0.135 0.562 0.439 -3.509 1.096 0.166 0.52
C 1.497 -0.973 0.232 3.260 0.112 -1.329 0.22
N 1.423 0.294 -0.045 0.204 -2.227 1.533 -0.78
H -1.398 -0.614 -0.431 -0.077 -0.079 -0.018 0.22
H -1.901 0.936 0.196 0.190 0.037 0.052 0.34
H 2.503 -1.276 0.555 0.289 -0.180 -0.708 0.40
H -0.479 0.725 2.441 0.051 0.188 0.050 0.29
H -0.372 2.261 1.536 -0.069 0.297 0.215 0.34
H 1.102 1.437 2.072 -0.015 -0.017 -0.114 0.33
H -0.731 2.119 -1.642 0.031 -0.015 -0.033 0.30
H -1.793 0.875 -2.330 -0.076 0.037 -0.159 0.40
H -0.052 0.591 -2.224 0.020 0.032 -0.028 0.31
H 0.013 -2.063 -0.942 0.020 0.178 0.200 0.28
H 1.300 -3.033 -0.236 0.040 0.207 0.118 0.35
H 0.016 -2.423 0.806 -0.175 -0.131 -0.105 0.26

(6)
19
Properties=species:S:1:pos:R:3:forces:R:3:mulliken_charge:R:1 method="wB97M-V/def2-TZVPD" smiles="C=NN=C(C)C.C" homo_lumo_gap_ev=10.0 total_charge=0 lumo_ev=0.9 molar_mass_g_mol=100.2
C 0.609 0.647 -0.053 1.341 0.995 -0.999 0.91
C 1.987 0.779 0.623 1.404 -3.098 -2.761 -1.19
C -0.142 1.931 -0.045 -3.730 0.833 0.467 -1.26
C 1.288 -1.787 -1.897 1.539 0.581 -1.463 -0.36
C -2.262 -1.213 0.566 0.920 2.181 1.604 -1.21
N 0.449 -1.484 -1.010 0.617 -0.919 0.495 -0.65
N 0.074 -0.280 -0.747 0.024 2.829 0.470 0.05
H 1.902 0.978 1.602 -1.019 0.600 3.883 0.40
H 2.652 1.640 0.350 -0.766 -0.939 -0.846 0.33
H 2.558 -0.242 0.635 -0.759 1.928 -0.460 0.29
H -0.930 1.903 0.804 0.683 -0.357 -1.423 0.24
H -0.690 2.228 -1.006 0.646 -1.035 1.247 0.30
H 0.297 2.851 0.254 1.625 0.458 0.152 0.42
H -2.491 -0.410 -0.058 -0.920 1.666 -0.958 0.36
H 1.998 -1.093 -2.562 -1.878 -1.208 1.535 0.21
H 1.290 -2.850 -2.014 0.767 -0.496 -0.579 0.29
H -1.645 -1.732 -0.063 1.443 -2.133 -0.940 0.32
H -3.133 -1.671 0.874 -1.611 -1.212 0.766 0.37
H -1.686 -0.737 1.384 -0.327 -0.677 -0.191 0.19

(7)
19
Properties=species:S:1:pos:R:3:forces:R:3:mulliken_charge:R:1 method="wB97M-V/def2-TZVPD" s2=0.76 multiplicity=2 homo_lumo_gap_ev="10.5 / 4.5" total_charge=+1 lumo_ev="-3.2 / -9.1" molar_mass_g_mol=100.2
C 1.929 -1.402 0.866 2.208 1.630 -2.056 -1.40
C 1.103 -0.170 0.353 1.021 -1.010 -0.091 0.25
C -0.156 -0.769 -0.383 -1.427 1.196 -0.383 -0.68
C -1.233 0.239 -0.823 -1.604 2.778 -1.269 -0.66
C -2.778 1.393 0.698 3.512 1.228 -0.486 -0.26
N -1.525 1.291 0.292 -2.739 -2.838 -0.734 -0.31
N 1.983 0.741 -0.629 -5.019 -0.567 1.984 -0.20
H 2.935 -1.103 1.177 -0.315 0.487 0.438 0.40
H 2.228 -2.047 0.036 -0.797 -0.274 -0.048 0.36
H 1.505 -1.921 1.662 -1.172 -0.750 1.088 0.41
H 0.735 0.444 1.183 0.632 0.267 -0.349 0.43
H 0.059 -1.214 -1.321 0.887 -1.034 -0.669 0.38
H -0.655 -1.524 0.251 0.830 0.279 0.160 0.38
H -0.835 0.874 -1.695 -0.251 -0.796 1.134 0.24
H -2.213 -0.234 -1.367 2.229 0.636 1.845 0.40
H -3.712 1.079 0.177 0.865 -0.253 0.539 0.26
H -2.752 2.043 1.596 -1.089 -0.333 -0.567 0.26
H 1.725 0.567 -1.590 1.043 -0.760 -0.945 0.35
H 1.660 1.712 -0.482 1.186 0.113 0.408 0.39